No. 1
114
Properties=species:S:1:pos:R:3:forces:R:3 method="wB97M-V/def2-TZVPD" s2=0.75 total_energy_ha=-7847.1941 charge=+1 de_lowest_kj_mol=19.4 max_force_ev_per_a=1.4 spin_multiplicity=2
Y -0.2704 0.2196 -0.2650 0.71 1.08 -0.58
C 2.6109 1.8410 0.3772 -0.01 -0.02 -0.01
C 2.0806 2.9358 -0.5295 0.02 0.09 -0.06
N 0.7190 2.6485 -1.0435 -0.10 -0.12 -0.03
C -0.1621 3.8157 -0.9225 0.03 0.03 -0.06
C -0.5734 4.1162 0.5116 -0.01 0.15 -0.04
S -1.2404 2.6915 1.4151 -0.05 -0.19 0.01
C -0.1036 2.5372 2.8034 0.04 -0.03 0.12
C 1.3586 2.3787 2.4203 0.13 0.03 -0.06
N 1.5879 1.4090 1.3384 -0.10 -0.24 0.08
H 3.5223 2.1911 0.8764 -0.02 0.04 -0.01
H 2.8796 0.9705 -0.2166 0.01 0.02 0.02
H 2.7761 3.0754 -1.3609 -0.01 0.01 0.02
H 2.0486 3.8915 -0.0022 0.03 -0.03 0.02
H 0.7969 2.4406 -2.0337 0.01 0.06 0.07
H -1.0371 3.6283 -1.5421 0.01 0.03 0.02
H 0.3109 4.7169 -1.3358 0.00 -0.03 0.03
H -1.3311 4.9005 0.5034 0.00 -0.03 0.01
H 0.2641 4.5050 1.0885 0.00 -0.01 0.01
H -0.4578 1.6489 3.3275 0.00 0.04 -0.03
H -0.2281 3.3811 3.4834 -0.01 0.02 -0.03
H 1.9183 2.0885 3.3159 -0.04 0.02 0.00
H 1.7596 3.3451 2.1088 -0.01 0.00 0.04
H 1.9115 0.5416 1.7553 0.02 0.06 -0.03
O 3.4802 -3.6158 -3.1974 -0.13 0.21 -0.29
C 3.0504 -2.7632 -4.1194 0.25 -0.18 0.22
O 3.2696 -2.9094 -5.2902 -0.03 -0.03 -0.10
C 2.2865 -1.5655 -3.6472 -0.10 -0.04 -0.08
C 1.7288 -0.6220 -4.4954 -0.17 0.11 -0.09
Cl 1.6600 -0.5177 -6.1815 0.09 -0.07 0.03
N 1.0959 0.3013 -3.7377 0.13 0.07 0.22
N 1.2236 0.0150 -2.4255 -0.28 -0.03 -0.03
C 1.9202 -1.1102 -2.3678 0.11 0.05 0.02
C 2.1373 -1.6861 -1.0016 -0.04 0.23 0.23
O 2.6864 -2.7665 -0.8669 0.11 0.06 0.13
O 1.6965 -0.9249 -0.0527 -0.26 -0.45 -0.13
C 0.3861 1.4796 -4.1207 0.00 -0.21 -0.09
C -0.9197 1.6152 -3.6795 -0.19 -0.01 -0.03
C -1.6325 2.7555 -4.0174 0.04 0.03 -0.09
C -1.0331 3.7474 -4.7841 0.02 -0.05 0.01
C 0.2794 3.5969 -5.2139 -0.01 -0.01 0.02
C 1.0007 2.4575 -4.8849 0.00 0.10 0.03
H 3.2067 -3.3457 -2.2825 -0.02 -0.07 0.03
H -1.3898 0.8063 -3.1281 0.04 0.00 0.01
H -2.6665 2.8501 -3.7113 -0.01 0.01 -0.01
H -1.5914 4.6314 -5.0598 -0.01 0.01 0.00
H 0.7452 4.3660 -5.8140 0.00 0.02 -0.01
H 2.0232 2.3342 -5.2141 0.01 -0.03 -0.01
C -3.3464 -0.7595 -3.6656 -0.02 0.11 0.06
Si -2.4151 -2.1232 -2.7454 -0.02 -0.10 -0.09
C -1.4485 -3.0405 -4.0549 0.09 0.00 -0.08
C -3.7653 -3.2465 -2.0859 -0.05 -0.06 0.07
C -1.2516 -1.6588 -1.3630 0.09 -0.11 0.05
H -4.2660 -1.1952 -4.0607 -0.04 -0.01 -0.03
H -2.7853 -0.3858 -4.5231 0.04 0.06 -0.02
H -3.6396 0.0949 -3.0497 -0.03 0.02 0.02
H -2.0845 -3.3837 -4.8722 -0.03 -0.01 -0.03
H -0.9387 -3.9089 -3.6345 0.01 -0.04 0.01
H -0.6825 -2.3932 -4.4928 0.03 0.01 -0.02
H -4.3845 -3.6322 -2.8971 -0.01 -0.02 -0.05
H -4.4363 -2.7224 -1.3994 -0.02 0.01 0.01
H -3.3436 -4.1014 -1.5537 0.00 -0.04 0.02
H -0.3404 -2.2157 -1.6296 0.01 -0.09 0.04
H -1.6515 -2.2489 -0.5183 0.07 0.00 0.06
C -3.2341 -0.3383 3.2582 -0.11 0.09 0.00
Ge -2.4240 -2.0875 2.8899 0.32 0.17 -0.04
C -2.2416 -3.0682 4.5622 -0.09 -0.07 0.07
C -3.5838 -3.1138 1.7065 -0.14 -0.08 -0.07
Ge -0.0766 -1.7814 2.0793 -0.33 -0.34 0.65
C 0.6563 -3.5591 1.8711 0.00 -0.21 -0.25
C 2.0186 -3.8649 1.8825 -0.05 0.00 0.03
C 2.4486 -5.1801 1.8349 0.03 -0.02 -0.01
C 1.5312 -6.2184 1.7550 0.00 -0.01 0.00
C 0.1760 -5.9359 1.7062 0.02 0.08 0.00
C -0.2509 -4.6160 1.7581 0.05 -0.09 -0.06
C 0.8912 -0.9048 3.5476 0.20 0.05 0.04
C 0.1969 -0.3155 4.6061 0.08 0.02 0.06
C 0.8641 0.2503 5.6861 -0.03 -0.02 -0.04
C 2.2499 0.2520 5.7229 0.01 -0.01 -0.01
C 2.9625 -0.3168 4.6757 -0.02 0.01 0.00
C 2.2897 -0.8889 3.6054 0.04 0.01 -0.02
H -4.2760 -0.3418 2.9354 -0.02 0.03 0.02
H -2.7347 0.4942 2.7609 0.01 0.00 -0.04
H -3.2194 -0.1489 4.3312 0.00 0.02 0.04
H -3.2496 -3.2474 4.9410 0.02 -0.05 0.08
H -1.6811 -2.5012 5.3005 0.03 0.03 0.05
H -1.7460 -4.0240 4.4063 0.01 -0.04 -0.02
H -4.6149 -2.8253 1.9210 -0.04 -0.02 -0.03
H -3.4863 -4.1760 1.9226 -0.01 -0.04 0.03
H -3.3980 -2.9803 0.6434 0.02 -0.03 0.00
H 2.7619 -3.0831 1.8964 -0.01 0.00 0.01
H 3.5082 -5.3978 1.8451 0.02 0.01 0.00
H 1.8731 -7.2436 1.7156 0.02 -0.02 0.00
H -0.5471 -6.7358 1.6213 -0.02 -0.01 0.00
H -1.3126 -4.4253 1.6945 -0.08 0.07 0.01
H -0.8850 -0.2872 4.6083 -0.08 -0.06 -0.03
H 0.2991 0.6854 6.5002 -0.01 0.01 0.01
H 2.7723 0.6870 6.5636 0.01 0.01 0.02
H 4.0441 -0.3266 4.6977 0.02 0.00 0.00
H 2.8756 -1.3305 2.8077 -0.04 0.03 0.01
F -7.5497 1.0359 0.7258 0.03 0.00 -0.03
C -7.0549 1.3497 -0.4807 0.01 0.01 0.02
F -7.4335 2.5988 -0.7685 0.03 0.00 0.00
F -7.6198 0.5305 -1.3762 0.03 -0.01 0.00
C -5.5487 1.1999 -0.4931 -0.11 0.01 -0.01
C -4.9851 0.0128 -0.0654 0.08 -0.04 0.02
C -3.6075 -0.1106 -0.0990 -0.11 0.03 -0.05
N -2.7943 0.8633 -0.5115 0.01 0.07 -0.06
C -3.3572 2.0044 -0.9178 -0.10 -0.13 0.02
C -4.7226 2.2177 -0.9356 -0.02 0.03 -0.02
H -5.5951 -0.8104 0.2808 -0.01 -0.01 0.01
H -3.1321 -1.0335 0.1919 -0.03 -0.01 0.03
H -2.6900 2.7824 -1.2542 0.02 0.05 0.02
H -5.1272 3.1578 -1.2811 -0.01 0.01 0.00


No. 2
119
Properties=species:S:1:pos:R:3:forces:R:3 method="wB97M-V/def2-TZVPD" total_energy_ha=-5190.8526 de_lowest_kj_mol=0.0 max_force_ev_per_a=0.2
Sr 0.8371 -0.5443 -0.3282 -0.05 -0.09 0.18
C 2.3851 -0.9272 4.3453 -0.01 -0.04 -0.01
C 1.9759 -0.2089 3.2169 0.01 0.04 -0.03
N 1.4978 -1.0176 2.2798 -0.07 -0.06 -0.10
N 1.5810 -2.2684 2.7823 0.02 0.05 0.01
C 2.1142 -2.2394 4.0152 0.00 0.03 0.03
B 1.2750 -3.5377 1.9679 0.10 0.01 0.01
N -0.1494 -3.5613 1.3835 -0.14 0.04 -0.10
C -1.0606 -4.5351 1.5524 -0.04 0.04 -0.06
C -2.0950 -4.3230 0.6613 0.01 0.00 0.03
C -1.7103 -3.1694 -0.0341 0.01 -0.04 0.06
N -0.5463 -2.7151 0.4108 0.06 0.05 -0.03
N 2.2852 -3.6714 0.8051 0.04 -0.01 -0.03
C 3.0080 -4.7611 0.4999 0.02 -0.01 0.00
C 3.7079 -4.5134 -0.6628 -0.01 0.02 0.01
C 3.3294 -3.2124 -1.0055 0.00 -0.01 -0.02
N 2.4754 -2.7089 -0.1211 -0.03 0.04 -0.02
H 2.8002 -0.5495 5.2636 0.00 0.00 0.00
H 1.9846 0.8590 3.0509 0.02 -0.01 -0.01
H 2.2630 -3.1534 4.5654 0.00 0.00 0.00
H 1.4012 -4.4901 2.6931 -0.01 0.00 0.01
H -0.8960 -5.3166 2.2752 0.00 0.00 0.00
H -2.9763 -4.9246 0.5204 0.00 0.00 0.00
H -2.2208 -2.6589 -0.8360 0.01 0.01 0.00
H 2.9710 -5.6329 1.1314 0.00 0.00 0.00
H 4.3758 -5.1740 -1.1867 0.00 0.00 0.00
H 3.6223 -2.6254 -1.8607 0.01 0.00 0.00
C -1.8129 5.2717 0.0147 0.00 -0.03 0.01
N -1.9373 3.8375 0.1777 -0.02 0.05 0.07
C -2.9669 3.4169 1.1038 0.01 -0.04 -0.03
C -0.9313 2.9812 -0.2218 0.02 -0.01 -0.08
N -0.4757 1.9863 0.4713 0.05 0.10 0.02
C -0.5994 2.0330 1.8821 -0.02 -0.06 -0.01
C -0.0917 3.1136 2.5680 0.04 -0.01 -0.02
C 0.0473 3.1034 3.9685 -0.02 0.00 0.01
C -0.2824 1.9852 4.6738 -0.03 0.01 0.01
C -0.8468 0.8640 4.0172 -0.01 0.02 -0.01
C -1.1195 -0.3181 4.7448 0.00 -0.01 -0.01
C -1.6388 -1.4065 4.1085 0.01 0.01 0.02
C -2.0234 -1.3210 2.7615 0.02 -0.01 -0.05
C -1.8334 -0.1698 2.0309 -0.07 -0.05 0.05
N -2.3407 -0.0182 0.7354 0.09 0.02 -0.06
C -3.5538 -0.3677 0.4658 -0.06 -0.04 0.04
N -3.9581 -0.4813 -0.8408 0.00 0.03 -0.02
C -3.0059 -0.2784 -1.9127 -0.02 0.09 0.09
C -5.3382 -0.3040 -1.2518 0.02 -0.02 0.01
N -4.5680 -0.6233 1.3884 -0.01 0.02 0.01
C -5.2377 -1.9066 1.3778 -0.02 -0.01 -0.02
C -4.6736 0.1102 2.6301 0.01 0.01 0.01
C -1.0996 0.9115 2.6201 0.04 0.04 0.03
N -0.4202 3.2540 -1.4683 -0.06 -0.08 0.01
C 0.7521 2.5291 -1.9138 0.02 0.04 -0.01
C -1.2992 3.6643 -2.5585 0.01 0.01 0.02
H -2.7133 5.6923 -0.4420 0.01 0.01 -0.01
H -0.9585 5.5089 -0.6134 0.00 0.00 0.00
H -1.6736 5.7496 0.9918 0.00 0.00 0.00
H -3.9208 3.8422 0.7805 -0.01 0.00 0.00
H -2.7663 3.7400 2.1310 0.00 0.02 0.00
H -3.0436 2.3323 1.0868 0.00 0.00 -0.02
H 0.2499 3.9733 2.0032 0.02 0.00 0.01
H 0.4589 3.9696 4.4720 0.00 0.00 -0.01
H -0.1164 1.9300 5.7428 0.00 0.00 0.00
H -0.8688 -0.3504 5.7978 0.00 0.00 0.00
H -1.7973 -2.3337 4.6460 0.00 0.00 0.00
H -2.5050 -2.1675 2.2893 0.01 -0.01 -0.01
H -3.1310 -1.0343 -2.6901 0.00 -0.01 0.00
H -2.0010 -0.3261 -1.5167 0.04 -0.11 -0.09
H -3.1418 0.7114 -2.3637 0.00 -0.01 -0.01
H -5.9896 -0.1963 -0.3917 0.00 -0.01 0.02
H -5.6739 -1.1549 -1.8500 -0.01 0.00 0.00
H -5.4273 0.5957 -1.8693 0.00 0.00 0.00
H -5.0326 -2.4322 0.4477 0.00 0.01 -0.01
H -6.3210 -1.7857 1.4793 0.00 0.01 0.00
H -4.8840 -2.5332 2.2062 0.00 0.00 0.00
H -4.0807 1.0208 2.5819 -0.01 0.01 0.02
H -4.3290 -0.4700 3.4917 0.00 0.01 0.00
H -5.7200 0.3869 2.7931 0.00 0.00 -0.01
H 1.4653 2.4100 -1.1042 -0.02 -0.01 0.00
H 1.2277 3.0992 -2.7154 0.00 0.00 0.01
H 0.4925 1.5504 -2.3280 0.00 0.01 0.02
H -0.8499 4.4889 -3.1163 0.01 0.00 0.00
H -2.2587 3.9884 -2.1683 0.00 0.00 0.00
H -1.4658 2.8315 -3.2446 0.01 -0.01 -0.02
C 2.9261 3.3432 0.8276 -0.01 0.03 0.02
C 3.6424 2.0412 0.8217 -0.03 -0.03 -0.08
N 3.1936 0.8931 0.3618 0.08 0.03 0.20
C 4.2272 -0.0123 0.5372 -0.10 -0.03 -0.03
C 5.2967 0.6010 1.1001 0.01 0.01 -0.01
N 4.9115 1.9106 1.2768 0.06 0.01 0.02
H 1.8588 3.1586 0.7563 -0.03 0.02 0.02
H 3.2339 3.9671 -0.0153 0.00 -0.01 0.00
H 3.1165 3.8938 1.7499 0.01 0.00 0.00
H 4.1078 -1.0517 0.2824 0.01 0.00 0.00
H 6.2606 0.2360 1.4057 0.00 -0.01 0.00
H 5.4664 2.6432 1.6820 -0.01 0.02 0.00
C 2.5181 0.7959 -4.6992 0.02 0.00 0.00
As 3.1889 0.3118 -2.9251 0.00 -0.06 -0.01
C 4.6408 -0.8582 -3.5304 0.01 0.02 -0.02
C 4.3030 1.9036 -2.6378 0.00 -0.01 0.00
H 3.3414 1.1262 -5.3334 -0.01 0.01 -0.02
H 1.7801 1.5925 -4.6121 0.00 -0.01 -0.02
H 2.0302 -0.0664 -5.1525 0.00 -0.02 0.02
H 5.2295 -0.3586 -4.3002 0.00 0.00 0.00
H 4.2293 -1.7801 -3.9412 -0.01 0.00 0.01
H 5.2863 -1.1038 -2.6869 0.00 -0.01 -0.01
H 4.9280 2.0869 -3.5124 0.01 0.02 0.01
H 4.9358 1.7495 -1.7634 0.00 -0.02 0.00
H 3.6703 2.7742 -2.4617 0.01 -0.01 0.00
F -0.7312 0.6552 -3.8353 -0.05 0.00 -0.01
C -0.5089 -0.7009 -3.9679 0.00 -0.02 -0.01
C -0.0031 -1.4180 -2.9106 0.01 0.04 0.02
C 0.1402 -2.7593 -3.2060 0.02 0.00 0.03
F 0.6191 -3.6200 -2.2708 0.00 0.00 -0.01
C -0.1756 -3.3468 -4.4225 0.00 0.01 0.01
F -0.0079 -4.6610 -4.6359 0.00 -0.01 -0.01
C -0.6773 -2.5562 -5.4401 0.00 0.01 -0.01
F -0.9919 -3.0894 -6.6275 0.00 -0.01 -0.01
C -0.8508 -1.2041 -5.2105 0.01 -0.01 0.01
F -1.3406 -0.4199 -6.1876 0.00 0.00 -0.01